[1]
Here is a cluster of 2 separate species, C31H34N4O2 in total from the Open Molecules 2025 dataset. Energies are from ωB97M-V/def2-TZVPD.

Summary:
Max |F| (hartree/bohr): 0.03328
Charge: 0
Lowest unoccupied orbital energy (eV): -2.06
HOMO (eV): -7.3
Relative energy (zero: lowest compared OMol25 entry of this formula, charge and spin) (kcal/mol): 150.14
Total energy (a.u.): -1571.03213

```
71
Properties=species:S:1:pos:R:3:mulliken_charge:R:1
N 1.871 1.687 1.824 0.023
C 3.045 1.963 1.119 0.256
O 3.227 1.946 -0.110 -0.685
C 4.142 2.295 2.139 -0.464
C 3.603 2.205 3.354 -0.559
C 2.138 1.793 3.190 0.358
O 1.355 1.581 4.124 -0.687
H 5.154 2.535 1.794 0.408
H 4.018 2.356 4.357 0.401
C -4.477 6.484 -0.666 -1.174
N -3.362 6.174 0.200 0.108
C -2.775 7.327 0.840 -1.038
C -2.796 4.919 0.263 0.369
C -2.362 4.384 1.505 -0.636
C -1.778 3.132 1.541 -0.605
C -1.514 2.397 0.355 0.484
C -0.819 1.139 0.420 0.682
C -0.622 0.319 -0.685 -0.958
C -0.123 -1.008 -0.646 0.082
C 0.222 -1.691 -1.903 -0.156
C 0.860 -0.990 -2.946 -0.843
C 1.193 -1.629 -4.116 -0.304
C 0.814 -2.964 -4.321 -0.100
N 1.132 -3.612 -5.515 0.314
C 2.307 -4.432 -5.669 -1.022
C 0.299 -3.575 -6.691 -0.998
C 0.121 -3.653 -3.318 -0.220
C -0.128 -3.047 -2.112 -0.628
C 0.062 -1.713 0.622 0.525
C -0.917 -1.706 1.636 -0.497
C -0.700 -2.410 2.796 -0.381
C 0.545 -3.026 3.017 -0.237
N 0.783 -3.672 4.227 0.343
C 0.560 -5.079 4.423 -1.026
C 1.312 -3.008 5.390 -0.982
C 1.551 -2.971 2.042 -0.404
C 1.299 -2.365 0.842 -0.551
C -1.919 2.974 -0.882 -0.829
C -2.592 4.182 -0.927 -0.436
H -4.880 5.553 -1.088 0.374
H -5.244 6.989 -0.049 0.348
H -4.162 7.170 -1.476 0.354
H -1.870 7.023 1.383 0.373
H -2.518 8.077 0.066 0.298
H -3.521 7.766 1.530 0.309
H -2.539 4.988 2.389 0.490
H -1.482 2.720 2.510 0.412
H -0.379 0.879 1.401 0.435
H -0.819 0.717 -1.699 0.469
H 1.130 0.062 -2.796 0.538
H 1.737 -1.141 -4.915 0.468
H 2.881 -4.429 -4.730 0.283
H 2.003 -5.465 -5.931 0.317
H 2.918 -4.018 -6.496 0.320
H -0.589 -2.955 -6.493 0.282
H 0.890 -3.151 -7.528 0.308
H -0.004 -4.609 -6.957 0.310
H -0.198 -4.664 -3.545 0.445
H -0.654 -3.607 -1.330 0.422
H -1.857 -1.158 1.472 0.525
H -1.456 -2.494 3.568 0.438
H 0.166 -5.525 3.497 0.278
H 1.517 -5.559 4.712 0.310
H -0.162 -5.206 5.254 0.314
H 1.471 -1.939 5.178 0.278
H 0.592 -3.137 6.222 0.308
H 2.266 -3.495 5.675 0.314
H 2.510 -3.426 2.274 0.468
H 2.085 -2.310 0.075 0.483
H -1.661 2.476 -1.820 0.322
H -2.900 4.630 -1.869 0.471
```

=====

[2]
Here is a structure of composition C4H12BeClO6 from the Open Molecules 2025 dataset. Energies are from ωB97M-V/def2-TZVPD.

Summary:
Max |F| (hartree/bohr): 0.31798
Charge: -1
Lowest unoccupied orbital energy (eV): -3.68
HOMO (eV): -5.4
Total energy (a.u.): -1085.76719

```
24
Properties=species:S:1:pos:R:3:mulliken_charge:R:1
Be 4.536 6.609 5.586 0.113
Cl 4.652 5.110 4.019 -0.466
C 12.579 5.649 6.065 0.546
O 4.710 7.986 5.446 -0.323
O 13.331 5.665 5.164 -0.334
O 11.753 5.331 6.855 -0.262
C 7.235 6.360 6.856 -0.973
C 7.954 5.229 7.731 0.346
C 6.783 4.532 8.426 -1.179
O 8.282 4.119 6.844 -0.521
H 6.690 6.954 7.574 0.317
H 6.540 5.734 6.417 0.039
H 8.029 6.683 6.291 0.400
H 8.913 5.556 8.306 0.367
H 7.215 3.572 8.793 0.305
H 5.871 4.583 7.809 0.237
H 6.493 4.979 9.355 0.384
H 9.157 3.992 6.838 0.268
O 3.298 5.933 6.303 -0.495
H 10.700 7.945 6.550 0.074
H 2.494 5.496 5.870 0.274
O 14.364 3.501 7.748 -0.542
H 4.707 8.432 6.262 0.254
H 14.678 4.231 7.744 0.173
```

=====

[3]
Here is a structure of composition C42H42F4HgN11O7S from the Open Molecules 2025 dataset. Energies are from ωB97M-V/def2-TZVPD.

Summary:
Spin multiplicity: 2
Max |F| (hartree/bohr): 0.03959
Charge: 0
Lowest unoccupied orbital energy (spin up / spin down) (eV): -1.01 / -1.03
HOMO (spin up / spin down) (eV): -3.6 / -7.0
Relative energy (zero: lowest compared OMol25 entry of this formula, charge and spin) (kcal/mol): 39.98
Expectation value of S²: 0.80
Total energy (a.u.): -3705.68195

```
108
Properties=species:S:1:pos:R:3:mulliken_charge:R:1
Hg -0.402 -3.292 -0.644 3.660
C -2.315 -1.349 4.246 -1.331
N -1.467 -2.155 3.391 1.198
C -1.386 -2.144 2.059 -0.742
N -0.490 -3.031 1.661 -0.061
C -0.045 -3.573 2.822 -0.707
N -0.606 -3.060 3.890 -1.138
C -1.988 0.130 4.226 1.050
C -2.964 1.016 4.689 -1.177
C -2.694 2.383 4.742 -0.661
C -1.504 2.885 4.268 -0.709
C -0.542 2.010 3.718 -0.026
C -0.779 0.616 3.765 0.070
C 0.556 2.525 2.982 -0.158
N 0.736 3.768 2.545 -0.306
N 1.809 3.759 1.730 -0.690
C 2.271 2.524 1.681 0.333
O 1.515 1.684 2.466 -0.370
C 3.363 2.006 0.919 0.321
C 4.211 2.861 0.192 -1.031
C 5.234 2.335 -0.564 -0.716
C 5.458 0.960 -0.608 -0.864
C 4.649 0.102 0.131 1.198
C 4.943 -1.386 0.137 -1.536
N 3.890 -2.180 -0.465 1.043
C 2.854 -2.804 0.111 -0.303
N 2.141 -3.433 -0.804 -0.131
C 2.802 -3.154 -1.960 -0.741
N 3.867 -2.407 -1.789 -1.098
C 3.606 0.618 0.883 0.130
H -2.201 -1.749 5.253 0.312
H -3.352 -1.483 3.932 0.438
H -1.963 -1.497 1.418 0.475
H 0.710 -4.339 2.873 0.568
H -3.931 0.638 4.998 0.422
H -3.441 3.058 5.143 0.391
H -1.293 3.946 4.271 0.505
H -0.017 -0.054 3.385 0.798
H 4.041 3.928 0.247 0.498
H 5.878 2.994 -1.133 0.387
H 6.265 0.559 -1.208 0.379
H 5.078 -1.737 1.161 0.325
H 5.852 -1.579 -0.431 0.388
H 2.642 -2.787 1.168 0.450
H 2.482 -3.507 -2.926 0.712
H 2.956 -0.038 1.449 0.433
C -1.853 2.594 -5.136 -1.020
C -0.399 2.381 -4.720 -1.079
N -0.287 1.461 -3.596 0.280
C -0.173 0.132 -3.867 -0.548
C -0.062 -0.854 -2.937 0.071
C 0.057 -2.290 -3.485 -0.097
O 0.432 -2.405 -4.649 -0.764
O -0.234 -3.278 -2.717 -0.653
C -0.083 -0.478 -1.549 0.640
O 0.163 -1.224 -0.583 -1.307
C -0.392 0.905 -1.279 -0.259
C -0.721 1.255 0.026 0.389
C -1.080 2.532 0.330 0.316
F -1.537 2.772 1.568 -0.541
C -1.010 3.555 -0.610 -0.529
C -0.735 3.199 -1.929 -0.800
C -0.474 1.873 -2.289 0.637
N -1.177 4.933 -0.286 0.177
C -1.703 5.243 1.039 -0.327
C -2.074 6.716 1.093 -1.283
N -0.839 7.518 0.813 -0.113
C -0.321 7.188 -0.551 -1.068
C 0.029 5.710 -0.552 -0.274
H -1.906 3.272 -5.988 0.399
H -2.437 3.006 -4.314 0.292
H -2.297 1.642 -5.424 0.340
H 0.073 3.326 -4.454 0.418
H 0.163 1.956 -5.550 0.511
H -0.138 -0.142 -4.913 0.557
H -0.731 0.487 0.786 -0.038
H -0.756 3.981 -2.674 0.795
H -0.987 5.012 1.844 0.250
H -2.603 4.663 1.219 0.581
H -2.465 6.982 2.073 0.483
H -2.812 6.959 0.330 0.397
H -0.126 7.234 1.494 0.398
H -1.011 8.516 0.918 0.359
H 0.549 7.803 -0.776 0.458
H -1.111 7.397 -1.271 0.382
H 0.817 5.514 0.197 0.121
H 0.425 5.434 -1.526 0.558
F -5.344 -3.607 -0.581 -0.266
C -4.897 -2.363 -0.800 0.766
F -5.490 -1.926 -1.927 -0.278
F -5.376 -1.602 0.214 -0.276
C -3.333 -2.225 -0.872 0.291
O -2.941 -1.094 -1.149 -0.599
O -2.703 -3.268 -0.582 -0.745
O -0.278 -5.505 -0.297 -0.740
S 0.409 -6.314 -1.360 0.691
C -0.702 -7.766 -1.602 -0.735
C 0.004 -9.010 -1.081 -0.576
C 0.854 -8.545 0.098 -0.558
C 1.619 -7.344 -0.431 -0.700
H -0.964 -7.831 -2.656 0.415
H -1.587 -7.513 -1.020 0.283
H 0.658 -9.422 -1.854 0.277
H -0.710 -9.782 -0.796 0.315
H 1.523 -9.330 0.453 0.411
H 0.208 -8.238 0.924 0.230
H 2.389 -7.649 -1.142 0.448
H 2.055 -6.708 0.336 0.251
```

=====

[4]
Here is a structure of composition C28H41FGeInN4O4SeSi2 from the Open Molecules 2025 dataset. Energies are from ωB97M-V/def2-TZVPD.

Summary:
Max |F| (hartree/bohr): 0.00433
Charge: -1
Lowest unoccupied orbital energy (eV): 1.98
HOMO (eV): -4.2
Total energy (a.u.): -6959.03720

```
83
Properties=species:S:1:pos:R:3:mulliken_charge:R:1
In -0.827 -0.564 0.946 1.844
C -0.088 1.609 4.327 -1.376
Si -0.468 -0.041 3.484 0.109
C -1.762 -0.884 4.592 -1.309
C 1.141 -1.063 3.714 0.551
C 1.421 -1.561 4.991 -0.412
C 2.535 -2.349 5.252 -0.806
C 3.411 -2.649 4.219 -0.720
C 3.157 -2.155 2.947 -0.560
C 2.037 -1.368 2.662 0.363
Si 1.699 -0.842 0.857 0.591
C 2.599 -2.078 -0.262 -1.257
C 2.550 0.834 0.604 -1.199
H 0.207 1.428 5.365 0.411
H -0.947 2.282 4.324 0.339
H 0.735 2.127 3.828 0.288
H -1.473 -0.910 5.647 0.357
H -1.939 -1.908 4.256 0.284
H -2.713 -0.349 4.522 0.341
H 0.746 -1.338 5.813 0.223
H 2.716 -2.723 6.253 0.377
H 4.285 -3.265 4.402 0.404
H 3.848 -2.407 2.147 0.322
H 3.680 -1.913 -0.273 0.432
H 2.225 -1.973 -1.283 0.185
H 2.418 -3.107 0.058 0.340
H 3.603 0.800 0.899 0.469
H 2.053 1.615 1.185 0.220
H 2.501 1.127 -0.450 0.244
C -0.262 6.542 -2.339 -1.279
Ge -0.645 4.808 -1.495 0.590
C -2.286 4.096 -2.289 -0.864
C 0.863 3.596 -1.707 -0.574
C -0.920 5.142 0.418 -0.975
Se -1.022 3.558 1.559 -0.020
C -2.760 2.869 1.028 -0.582
H -0.093 6.413 -3.409 0.360
H 0.631 6.993 -1.905 0.365
H -1.096 7.233 -2.205 0.362
H -2.190 4.042 -3.374 0.376
H -3.135 4.739 -2.048 0.429
H -2.482 3.099 -1.902 -0.030
H 1.053 3.370 -2.757 0.373
H 0.646 2.669 -1.174 -0.327
H 1.764 4.035 -1.274 0.495
H -1.791 5.772 0.606 0.423
H -0.050 5.687 0.790 0.368
H -3.479 3.684 0.961 0.433
H -3.068 2.182 1.815 0.344
H -2.685 2.319 0.094 -0.134
F -1.498 -2.860 -6.092 -0.329
C -0.976 -1.649 -5.839 0.280
C -1.331 -0.959 -4.752 0.012
N -0.838 0.293 -4.481 0.299
C -1.218 0.972 -3.248 -0.673
C -0.853 0.195 -1.980 0.422
O -1.107 0.840 -0.916 -0.813
O -0.405 -0.950 -2.089 -0.679
C 0.115 0.875 -5.288 0.445
O 0.609 1.967 -5.088 -0.640
N 0.455 0.127 -6.402 -0.053
C -0.007 -1.129 -6.785 0.279
O 0.388 -1.670 -7.795 -0.651
H -2.032 -1.359 -4.036 0.425
H -2.295 1.158 -3.242 0.158
H -0.714 1.931 -3.246 -0.238
H 1.147 0.549 -7.003 0.229
N 1.881 -8.142 0.271 -0.512
C 1.419 -7.124 0.536 -0.081
C 0.836 -5.848 0.866 0.728
C 0.882 -5.377 2.172 -0.881
C 0.305 -4.145 2.439 -0.221
N -0.283 -3.395 1.509 0.125
C -0.306 -3.853 0.258 -0.217
C 0.231 -5.074 -0.116 -0.793
H 1.360 -5.945 2.957 0.478
H 0.338 -3.732 3.442 0.438
H -0.747 -3.195 -0.484 0.214
H 0.195 -5.401 -1.145 0.493
C -2.717 -1.477 0.370 -1.476
H -2.680 -1.824 -0.665 0.296
H -3.494 -0.712 0.440 0.404
H -3.000 -2.311 1.015 0.343
```

=====

[5]
Here is a structure of composition C16H22BBrO2Zr from the Open Molecules 2025 dataset. Energies are from ωB97M-V/def2-TZVPD.

Summary:
Max |F| (hartree/bohr): 0.07922
Charge: 0
Lowest unoccupied orbital energy (eV): -0.21
HOMO (eV): -8.1
Relative energy (zero: lowest compared OMol25 entry of this formula, charge and spin) (kcal/mol): 0.00
Total energy (a.u.): -3419.38244

```
43
Properties=species:S:1:pos:R:3:mulliken_charge:R:1
C 1.806 -1.082 0.914 -0.464
C 1.914 0.281 1.220 0.061
C 0.824 0.621 2.058 -0.661
H 2.658 0.962 0.850 0.373
C 0.062 -0.541 2.280 -0.476
C 0.640 -1.588 1.549 -0.500
H 0.268 -2.596 1.494 0.460
H 2.480 -1.646 0.295 0.623
H 0.589 1.604 2.418 0.478
H -0.843 -0.597 2.852 0.511
Zr 0.000 0.000 0.000 -0.773
Br 0.344 2.510 -0.358 -0.408
C -1.180 -0.105 -1.976 -0.863
C -1.170 -1.393 -1.386 -0.308
C 0.159 -1.838 -1.361 -0.360
H -2.024 -1.907 -0.986 0.445
C 0.978 -0.822 -1.921 -0.418
C 0.140 0.226 -2.329 -0.304
H 0.458 1.150 -2.771 0.524
H -2.037 0.531 -2.085 0.510
H 0.501 -2.781 -0.975 0.616
H 2.048 -0.848 -2.028 0.503
C -3.332 3.790 2.594 -1.800
C -3.407 2.395 1.936 1.354
C -4.379 1.533 2.787 -1.748
O -2.143 1.786 1.983 -0.158
B -2.173 0.918 0.796 0.802
O -3.267 1.244 -0.134 -0.465
C -3.787 2.435 0.408 1.561
C -5.307 2.505 0.154 -1.772
C -3.153 3.635 -0.347 -1.560
H -3.035 3.699 3.661 0.441
H -4.315 4.304 2.542 0.335
H -2.564 4.427 2.108 0.356
H -4.005 1.450 3.831 0.410
H -5.390 1.991 2.830 0.385
H -4.471 0.504 2.378 0.262
H -5.736 3.426 0.603 0.308
H -5.513 2.516 -0.938 0.438
H -5.829 1.620 0.569 0.379
H -2.064 3.683 -0.192 0.128
H -3.345 3.552 -1.438 0.397
H -3.583 4.599 -0.002 0.374
```

=====

[6]
Here is a structure of composition C34H28Cl2MnNO2S3Sb from the Open Molecules 2025 dataset. Energies are from ωB97M-V/def2-TZVPD.

Summary:
Spin multiplicity: 6
Max |F| (hartree/bohr): 0.00214
Charge: 0
Lowest unoccupied orbital energy (spin up / spin down) (eV): -0.58 / -0.67
HOMO (spin up / spin down) (eV): -7.8 / -8.0
Relative energy (zero: lowest compared OMol25 entry of this formula, charge and spin) (kcal/mol): 0.00
Expectation value of S²: 8.76
Total energy (a.u.): -5023.92361

```
72
Properties=species:S:1:pos:R:3:mulliken_charge:R:1
Mn 1.134 1.076 -2.006 -0.138
Cl -0.472 -0.190 -3.824 -0.115
C 0.326 -1.710 -3.460 0.927
C -0.465 -2.846 -3.446 -0.681
C 0.128 -4.073 -3.209 -0.573
C 1.496 -4.143 -3.002 -0.801
C 2.260 -2.989 -3.011 0.203
Cl 3.969 -3.160 -2.763 -0.171
C 1.706 -1.714 -3.217 -0.195
S 2.692 -0.257 -3.184 -0.339
H -1.528 -2.758 -3.624 0.442
H -0.473 -4.972 -3.189 0.413
H 1.983 -5.091 -2.823 0.430
C 1.640 -1.422 3.499 -1.406
C 1.260 0.020 3.288 1.368
C 1.444 0.906 4.350 -0.602
C 1.120 2.249 4.250 -0.706
C 0.594 2.743 3.066 -0.823
C 0.409 1.879 2.000 -1.191
C 0.735 0.523 2.092 0.697
Sb 0.262 -0.479 0.263 2.193
C -1.844 -0.723 0.416 0.495
C -2.559 -0.272 -0.689 -0.738
C -3.943 -0.358 -0.733 -0.931
C -4.619 -0.911 0.340 -0.755
C -3.912 -1.352 1.452 -0.872
C -2.526 -1.259 1.520 0.846
C -1.816 -1.707 2.768 -0.790
C 0.938 -2.490 0.370 0.877
C 0.011 -3.525 0.333 -0.843
C 0.432 -4.847 0.396 -0.741
C 1.786 -5.127 0.485 -0.809
C 2.713 -4.094 0.495 -0.604
C 2.309 -2.765 0.432 0.922
C 3.330 -1.660 0.419 -1.388
H 1.412 -1.727 4.521 0.540
H 2.712 -1.566 3.347 0.402
H 1.124 -2.094 2.819 -0.052
H 1.845 0.522 5.281 0.441
H 1.274 2.905 5.097 0.368
H 0.334 3.789 2.969 0.458
H 0.006 2.276 1.074 0.276
H -2.040 0.173 -1.528 0.023
H -4.480 0.019 -1.594 0.466
H -5.698 -0.989 0.323 0.384
H -4.449 -1.767 2.297 0.400
H -2.522 -2.129 3.483 0.463
H -1.306 -0.871 3.250 0.147
H -1.067 -2.472 2.549 0.102
H -1.049 -3.305 0.263 0.444
H -0.295 -5.649 0.376 0.422
H 2.126 -6.154 0.541 0.388
H 3.771 -4.320 0.552 0.392
H 4.316 -2.033 0.692 0.519
H 3.071 -0.857 1.114 0.111
H 3.407 -1.221 -0.580 0.050
O -2.767 2.777 -1.719 -0.579
S -1.740 3.367 -2.526 0.993
O -1.870 3.322 -3.951 -0.671
N -0.255 2.757 -2.078 -0.268
C 0.535 3.684 -1.561 1.248
S 2.083 3.270 -1.047 -0.473
C -0.084 5.027 -1.476 0.120
C 0.458 6.197 -0.975 -0.824
C -0.331 7.339 -0.994 -0.533
C -1.629 7.306 -1.499 -0.527
C -2.173 6.129 -2.003 -0.604
C -1.372 5.008 -1.978 0.085
H 1.468 6.209 -0.587 0.429
H 0.066 8.270 -0.612 0.401
H -2.224 8.209 -1.500 0.394
H -3.180 6.095 -2.396 0.466
```